ORCA calculation (ωB97M-V/def2-TZVPD) on the molecule C17H19N3O3 in a non-equilibrium geometry.

Geometry as XYZ:
```
42
Properties=species:S:1:pos:R:3:forces:R:3
C -4.018172 -1.350238 -2.295349 0.2 0.1 -0.3
O -4.881949 -1.654232 -1.219409 -0.2 0.1 0.6
C -5.214356 -0.592284 -0.407066 0.0 0.1 0.0
C -6.522849 -0.129711 -0.432350 0.1 -0.1 -0.1
C -6.914412 0.916348 0.383580 0.0 0.0 0.0
C -5.991770 1.518148 1.223486 0.0 0.1 0.1
C -4.689066 1.060933 1.256994 0.0 -0.1 -0.1
C -4.274241 -0.002230 0.455174 -0.4 0.0 -0.2
C -2.922068 -0.530806 0.530630 0.6 0.0 0.1
C -1.823256 0.162719 0.843337 -0.5 -0.2 -0.2
C -0.506423 -0.499082 0.881659 0.2 -0.1 0.2
O -0.334783 -1.683327 0.658918 -0.1 -0.2 -0.1
N 0.519861 0.327319 1.236131 0.3 0.3 0.0
C 1.884898 -0.116143 1.153440 -0.2 -0.2 0.2
C 2.655650 0.702683 0.140209 -0.5 -0.1 0.3
O 2.181956 1.627793 -0.474485 0.1 -0.1 0.0
N 3.969371 0.300680 0.000812 1.0 0.2 -0.6
N 4.464403 -0.703301 0.762096 0.0 -0.7 0.6
C 5.714307 -0.861280 0.408342 -0.3 0.3 -0.2
C 6.591355 -1.880164 1.034528 -0.1 0.0 0.0
C 6.060947 0.061352 -0.617510 -0.4 0.1 0.0
C 4.934478 0.792208 -0.859996 0.1 -0.1 0.0
C 4.679312 1.891120 -1.816832 -0.1 0.1 -0.1
H -3.788687 -2.300227 -2.774252 0.0 0.1 0.0
H -4.513810 -0.688434 -3.015777 0.0 0.0 0.1
H -3.090376 -0.878028 -1.958625 -0.1 -0.1 0.0
H -7.225995 -0.609934 -1.095833 0.0 -0.1 -0.1
H -7.936580 1.263199 0.360411 -0.1 0.0 0.0
H -6.291816 2.336769 1.860442 0.0 0.1 0.1
H -3.981146 1.506398 1.939736 0.1 0.0 0.1
H -2.805061 -1.585036 0.307087 0.1 0.0 0.0
H -1.853994 1.222754 1.050818 -0.1 0.1 0.0
H 0.377579 1.325947 1.209768 -0.1 -0.1 0.0
H 1.875293 -1.169411 0.852902 0.1 0.2 0.1
H 2.391624 -0.049780 2.122804 0.0 -0.1 -0.2
H 6.033468 -2.429581 1.786697 0.0 -0.1 0.1
H 6.958310 -2.573111 0.278997 0.0 -0.1 0.0
H 7.451515 -1.400504 1.499285 0.1 0.0 0.0
H 7.013316 0.157060 -1.097433 0.2 0.1 -0.2
H 5.574620 2.081659 -2.402652 0.0 0.0 0.0
H 3.856989 1.632887 -2.482609 0.0 0.1 0.0
H 4.391538 2.798856 -1.288100 0.0 0.0 -0.1
```
Forces are in eV/Å.

Calculated values
- Molecular weight: 313.36 Da
- Gap between HOMO and LUMO: 9.0268 eV
- Largest force on an atom: 1.1 eV Å⁻¹
- SMILES string: COc1ccccc1/C=C/C(=O)NCC(=O)n1nc(C)cc1C
- E_LUMO: 0.31 eV
- Energy: -28549.9828 eV
- Total charge: 0



ORCA calculation (ωB97M-V/def2-TZVPD) on a cluster of 3 separate species, C22H33ClF4NO9 in total in a non-equilibrium geometry.

Geometry as XYZ:
```
70
Properties=species:S:1:pos:R:3:forces:R:3
C 7.502504 1.918340 2.827268 -0.7 -0.4 -0.7
C 7.457957 2.118909 1.301436 0.4 0.6 0.9
O 6.681489 3.269738 0.946060 -0.2 -0.7 0.1
C 5.325719 2.920989 0.850501 -1.3 0.5 -0.3
C 4.453581 4.151691 1.141698 1.1 0.4 0.6
C 4.144854 4.341176 2.637112 -0.3 -0.4 -0.4
C 3.105615 3.313671 3.146144 -0.4 1.5 0.1
C 1.676927 3.835016 2.768904 0.4 -0.4 -0.5
C 0.821144 2.754777 2.152698 -0.2 0.8 1.1
C 1.137340 2.298660 0.924710 0.7 0.0 -0.7
N 0.385107 1.365297 0.336607 0.7 0.2 -0.5
C -0.690373 0.817724 0.877499 -0.8 -1.3 -0.4
C -1.410899 -0.186710 0.019940 0.6 0.4 -0.6
C -1.075106 1.220469 2.141187 0.2 -0.3 0.4
C -2.330252 0.584969 2.728672 -1.6 0.3 -0.3
F -2.291755 -0.768361 2.662001 0.5 -0.1 0.0
F -2.564488 0.897449 4.003723 0.2 0.2 0.0
C -3.614434 1.006503 1.911131 0.6 -0.7 -0.4
F -3.376616 2.227478 1.364880 -0.3 0.2 0.1
F -4.688280 1.027758 2.689840 0.0 0.4 0.4
C -0.304150 2.193625 2.753568 -1.0 0.7 0.8
C -0.676581 2.713963 4.125263 -0.3 -0.5 2.5
O -0.650302 2.028605 5.117113 0.6 1.0 -1.7
O -1.015961 4.065996 4.167878 0.7 -0.9 -0.6
Cl -0.428331 4.780212 5.586906 -0.4 0.1 0.0
H 7.610476 2.867247 3.350568 0.3 0.0 -0.1
H 8.310821 1.219617 3.046420 0.0 0.2 0.3
H 6.562088 1.462301 3.156120 0.1 0.0 0.2
H 8.481604 2.312882 0.979860 -0.2 0.0 -0.4
H 7.046673 1.226564 0.821295 0.2 0.0 -0.2
H 5.055470 2.561006 -0.156803 0.4 -0.1 0.0
H 5.041538 2.130610 1.558498 0.3 -0.1 0.0
H 5.059950 5.016522 0.851307 -0.2 -0.1 -0.3
H 3.546636 4.195031 0.529823 0.0 -0.1 0.1
H 3.758714 5.360303 2.740871 -0.1 -0.1 0.3
H 5.047219 4.295019 3.250495 0.1 -0.1 -0.3
H 3.280157 2.327622 2.715751 0.1 -0.1 0.2
H 3.146550 3.299551 4.236093 0.1 -0.5 -0.1
H 1.790012 4.612145 2.006523 -0.1 -0.1 0.0
H 1.194133 4.328232 3.606223 0.1 -0.2 0.0
H 1.996944 2.686416 0.393688 -0.1 -0.2 -0.2
H 0.659785 1.060742 -0.590854 -0.1 0.0 0.0
H -0.780760 -0.417722 -0.844638 -0.1 0.0 0.0
H -1.608945 -1.131088 0.514824 -0.3 0.2 0.1
H -2.300088 0.298857 -0.386945 -0.2 -0.4 0.1
H -3.805460 0.272985 1.125139 0.1 0.2 -0.1
C -3.882570 -3.591621 -1.627124 0.1 -0.3 0.2
O -4.806149 -3.164312 -2.630435 0.0 0.1 0.1
C -4.967600 -1.845197 -2.710744 -0.2 -0.1 -0.1
O -4.412661 -1.020948 -2.024541 0.2 0.1 0.1
O -5.842579 -1.595150 -3.674965 0.0 0.0 0.0
C -6.123826 -0.207625 -3.883353 -0.1 0.3 -0.1
H -3.846018 -4.676382 -1.670968 -0.1 0.0 -0.2
H -2.886953 -3.197731 -1.828999 0.0 0.1 0.0
H -4.223148 -3.288538 -0.637887 0.0 0.1 0.0
H -5.221881 0.327211 -4.175876 0.0 0.0 0.1
H -6.556992 0.234746 -2.988148 0.1 0.0 0.0
H -6.846758 -0.148761 -4.691346 0.0 -0.2 0.0
C -0.821783 -8.694277 -4.655100 0.2 -0.2 0.0
O -1.590973 -7.638189 -4.073719 0.0 0.0 0.1
C -2.252277 -6.893428 -4.959855 0.0 0.0 0.1
O -2.245586 -7.039684 -6.151366 0.0 0.0 0.0
O -2.924765 -5.953275 -4.290072 0.0 0.1 0.1
C -3.687778 -5.072972 -5.119999 -0.2 0.3 -0.1
H -0.336970 -9.220962 -3.837796 -0.1 0.1 0.1
H -1.466129 -9.388756 -5.190844 0.0 0.1 -0.1
H -0.059106 -8.293109 -5.320242 -0.1 0.0 -0.1
H -4.444950 -5.623742 -5.675118 0.1 0.0 -0.1
H -3.038106 -4.527748 -5.803680 0.0 -0.2 -0.1
H -4.182668 -4.362333 -4.464820 0.1 -0.2 0.1
```
Forces are in eV/Å.

Calculated values
- Molecular weight: 566.95 Da
- Gap between HOMO and LUMO: 7.2740 eV
- Largest force on an atom: 2.6 eV Å⁻¹
- E_LUMO: -4.79 eV
- Energy: -66650.6267 eV
- Total charge: +1



ORCA calculation (ωB97M-V/def2-TZVPD) on a cluster of 3 separate species, C4H17N2O2 in total in a non-equilibrium geometry.

Geometry as XYZ:
```
25
Properties=species:S:1:pos:R:3:forces:R:3
C -1.331032 -0.033011 1.228322 2.6 -2.6 -1.0
N -1.916842 -1.371867 1.337318 -1.6 1.7 -2.3
C -0.805096 -0.022692 -0.227996 2.4 1.8 -1.4
N -0.170015 -1.294327 -0.878450 0.0 -1.7 2.6
C 1.035918 -1.808569 -0.013399 -0.3 3.4 1.4
C 2.309495 -0.985339 -0.365932 -0.7 -1.4 -1.6
H -1.877939 0.847158 1.372947 -1.6 1.1 -0.1
H -0.518969 0.082469 2.017354 -0.6 -0.4 -1.3
H -2.911226 -1.336519 0.980577 1.4 -0.5 1.4
H -1.737274 -1.660537 2.241105 -0.8 -1.3 2.1
H -1.506704 0.267269 -1.006236 -0.5 0.2 0.5
H 0.034945 0.698135 -0.244966 -0.5 -0.1 -0.4
H -0.900570 -2.013014 -0.682570 0.4 0.4 -0.6
H 0.094648 -1.271474 -1.895383 -0.6 0.5 1.3
H 1.107373 -2.862868 0.006632 0.1 -1.1 -0.7
H 0.752853 -1.524475 1.067975 0.2 -0.5 -1.8
H 2.066234 0.032306 -0.675376 0.0 0.0 0.3
H 2.960669 -1.015440 0.468852 0.6 0.3 0.9
H 2.889797 -1.429476 -1.207156 -0.5 0.1 0.5
H -1.271408 2.620218 -0.694502 -1.9 1.6 0.8
H -2.381204 3.710363 -0.119796 0.5 2.1 0.7
O -2.219077 2.866870 -0.458533 1.5 -3.7 -1.4
H 2.141389 2.949677 -1.452635 -0.7 -1.4 1.7
H 2.409825 2.237120 -0.035520 -0.7 0.4 -1.0
O 1.744207 2.318022 -0.762633 1.4 1.1 -0.7
```
Forces are in eV/Å.

Calculated values
- Molecular weight: 125.19 Da
- Gap between HOMO and LUMO: 10.9471 eV
- Largest force on an atom: 4.3 eV Å⁻¹
- E_LUMO: -2.76 eV
- Energy: -11491.5331 eV
- Total charge: +1



ORCA calculation (ωB97M-V/def2-TZVPD) on a structure of composition C3H5NO2 in a non-equilibrium geometry.

Geometry as XYZ:
```
11
Properties=species:S:1:pos:R:3:forces:R:3
C -1.062954 -0.296173 0.072413 7.9 10.3 1.6
C 0.337209 -0.250273 0.515947 5.0 1.4 4.0
C 1.527276 -0.635544 -0.343266 2.0 -1.0 2.2
H -2.634075 0.908126 -0.401226 3.3 0.3 0.6
H -0.823906 1.991357 -0.313385 -3.2 -5.1 0.8
H 0.626478 -0.055053 1.783353 -1.6 -1.5 -3.7
H 2.592936 -0.776159 0.298024 -3.1 -0.3 -2.0
H 1.438444 -1.315101 -1.335629 0.0 2.5 2.1
N -1.557087 0.896874 -0.133315 -1.8 8.0 -1.9
O -1.619751 -1.220330 -0.057064 -8.2 -13.9 -1.5
O 1.175432 0.752271 -0.085850 -0.5 -0.8 -2.1
```
Forces are in eV/Å.

Calculated values
- Molecular weight: 87.08 Da
- Gap between HOMO and LUMO: 10.5252 eV
- Largest force on an atom: 16.2 eV Å⁻¹
- E_LUMO: 0.70 eV
- Energy: -8772.0089 eV
- Total charge: 0



ORCA calculation (ωB97M-V/def2-TZVPD) on a structure of composition C24H42IrN7OSSeSi in a non-equilibrium geometry.

Geometry as XYZ:
```
78
Properties=species:S:1:pos:R:3:forces:R:3
Ir -0.409563 -0.131653 0.352390 0.0 0.1 0.8
C -0.077700 -0.823132 5.641409 0.0 0.0 0.0
N -0.932837 -1.561715 4.709770 0.0 0.1 0.1
C -1.984220 -2.383749 5.070261 0.1 0.0 0.0
C -2.511212 -2.879733 3.941209 0.0 0.0 -0.1
N -1.766201 -2.356634 2.877756 -0.1 0.0 0.0
C -0.804731 -1.534265 3.376984 0.0 0.0 0.0
S 0.426085 -0.665833 2.573818 0.0 0.0 0.0
C -2.067680 -2.691096 1.529659 0.0 0.1 0.2
C -2.471260 -3.991238 1.262720 0.0 0.0 0.0
C -2.994087 -4.283875 0.016911 0.0 0.0 0.0
C -3.117863 -3.260392 -0.913578 0.0 0.0 0.0
C -2.620948 -2.018840 -0.583102 0.0 0.0 0.0
N -2.061587 -1.727571 0.606025 0.0 -0.1 -0.3
H -0.393453 -1.062131 6.651941 0.0 0.0 0.0
H -0.179732 0.244955 5.464074 0.0 0.0 0.0
H 0.959211 -1.119018 5.503844 0.0 0.0 0.0
H -2.268127 -2.532997 6.097268 0.0 0.0 0.0
H -3.361434 -3.518146 3.784674 0.0 0.0 0.0
H -2.383411 -4.751796 2.025507 0.0 0.0 0.0
H -3.320977 -5.289020 -0.214035 0.0 0.0 0.0
H -3.587197 -3.424599 -1.873222 0.0 0.0 0.0
H -2.687371 -1.184381 -1.268873 0.1 0.0 0.0
C 0.137904 -1.313462 -3.049509 0.0 0.0 0.2
C 0.449587 -1.295326 -4.640479 0.0 0.0 -0.1
N 0.357694 0.074705 -5.027808 0.0 0.0 0.2
C 1.361114 0.892853 -4.426758 0.0 0.0 -0.1
C 1.047387 0.862025 -2.837683 0.0 0.0 0.2
N -0.113512 0.036535 -2.612558 0.1 0.0 -0.5
C -1.255027 0.594746 -3.290129 -0.1 0.0 0.1
C -0.956620 0.611121 -4.881510 0.0 0.0 -0.1
H 0.997916 -1.713629 -2.515819 0.0 0.0 0.0
H -0.731777 -1.941589 -2.865025 0.0 0.0 0.0
H -0.282941 -1.893790 -5.176804 0.0 0.0 0.0
H 1.448086 -1.681168 -4.831088 0.0 0.0 0.0
H 1.301730 1.910601 -4.804870 0.0 0.0 0.0
H 2.350218 0.485700 -4.621617 0.0 0.0 0.0
H 0.853630 1.873612 -2.485526 0.0 0.0 0.0
H 1.899447 0.448328 -2.307539 0.0 0.0 0.0
H -1.429722 1.609921 -2.940120 0.0 0.0 0.0
H -2.144305 -0.004080 -3.105985 0.0 0.0 0.0
H -0.997350 1.629610 -5.260123 0.0 0.0 0.0
H -1.681134 -0.003716 -5.410035 0.0 0.0 0.0
C -3.460704 3.964748 2.415008 -0.2 0.2 0.2
Si -3.144437 4.115024 0.625407 0.7 -0.9 -0.1
C -4.363962 3.448180 -0.564226 -0.3 0.2 -0.1
C -1.816572 5.227147 0.041507 -0.1 0.3 0.0
Se -1.545739 1.853162 0.451805 -0.2 0.1 -0.1
H -4.095884 4.791990 2.751940 0.0 0.0 0.0
H -2.527677 4.014210 2.976672 0.0 0.0 0.0
H -3.977578 3.033178 2.644669 0.0 0.0 0.0
H -5.219241 4.127498 -0.653005 0.0 0.0 0.0
H -4.742619 2.485350 -0.221017 0.0 0.0 0.0
H -3.922422 3.338645 -1.554389 0.0 0.0 0.0
H -2.153309 6.269537 0.069893 0.0 0.0 0.0
H -1.532329 4.995601 -0.984434 0.0 0.0 0.0
H -0.943611 5.145927 0.689513 0.0 0.0 0.0
C 3.152748 -2.768174 0.098939 0.0 0.0 0.0
N 3.667665 -1.425605 0.334960 0.0 0.0 0.0
C 5.101348 -1.334546 0.636304 0.0 0.0 0.0
C 5.380054 -0.111407 1.479681 0.0 0.0 0.0
C 4.802533 1.096894 0.779249 0.0 0.0 0.0
N 3.385087 0.878432 0.455366 0.0 0.0 0.0
C 2.570999 2.081965 0.397689 0.0 0.0 -0.1
C 2.884034 -0.345164 0.214098 -0.1 -0.1 0.3
O 1.665060 -0.506253 -0.147159 0.0 0.1 -0.5
H 3.395749 -3.400151 0.952612 0.0 0.0 0.0
H 3.611680 -3.202721 -0.791505 0.0 0.0 0.0
H 2.076115 -2.740160 -0.021670 0.0 0.0 0.0
H 5.670672 -1.302506 -0.296971 0.0 0.0 0.0
H 5.383378 -2.246295 1.160104 0.0 0.0 0.0
H 6.453510 0.013691 1.611468 0.0 0.0 0.0
H 4.930759 -0.225253 2.467992 0.0 0.0 0.0
H 5.354885 1.310827 -0.140143 0.0 0.0 0.0
H 4.860187 1.983024 1.409511 0.0 0.0 0.0
H 2.591212 2.585098 1.365533 0.0 0.0 0.0
H 1.542294 1.842909 0.154136 0.0 0.0 0.0
H 2.970123 2.769070 -0.351934 0.0 0.0 0.0
```
Forces are in eV/Å.

Calculated values
- Molecular weight: 775.98 Da
- Gap between HOMO and LUMO (alpha / beta): 7.5887 / 5.1869 eV
- Largest force on an atom: 1.1 eV Å⁻¹
- Spin multiplicity: 6
- E_LUMO (alpha / beta): -7.39 / -10.49 eV
- Energy: -124921.1965 eV
- Total charge: +3